{
  "formula": "F6I2N3O12S6V",
  "method": "ωB97M-V/def2-TZVPD",
  "species": ["V", "I", "I", "N", "S", "O", "O", "F", "S", "O", "O", "F", "N", "S", "O", "O", "F", "S", "O", "O", "F", "N", "S", "O", "O", "F", "S", "O", "O", "F"],
  "positions_angstrom": [[-1.1074, -0.7926, 0.8862], [-2.7288, -3.2271, 1.2012], [-2.1563, 1.0209, 2.7545], [-1.5272, -0.4570, -1.0201], [-1.2802, -1.3139, -2.4760], [-0.2123, -0.7427, -3.2828], [-2.4207, -1.9012, -3.1820], [-0.6550, -2.6839, -1.8409], [-2.5039, 0.5579, -1.7277], [-3.9483, 0.2865, -1.6037], [-1.9837, 1.4820, -2.7498], [-2.4601, 1.4835, -0.3915], [1.8308, 3.0476, 0.1150], [0.6124, 3.8088, -0.8056], [-0.7763, 3.2656, -0.8387], [1.0854, 4.4133, -2.0125], [0.4965, 5.1824, 0.1643], [1.4826, 1.7178, -0.3830], [1.5414, 1.4450, -1.8350], [0.5359, 0.9675, 0.4197], [2.9093, 1.0364, -0.0320], [0.4774, -1.6817, 1.5735], [1.2918, -1.8320, 3.1887], [2.0645, -0.6782, 3.5423], [1.6644, -3.1397, 3.7102], [-0.1036, -1.5830, 4.0105], [1.7916, -2.3551, 1.0565], [1.8625, -3.7805, 1.0232], [2.9893, -1.4982, 0.9386], [1.2283, -2.0484, -0.4029]],
  "mulliken_spin": [2.78, -0.01, 0.00, 0.02, 0.02, 0.00, 0.01, 0.00, 0.02, 0.01, 0.01, 0.01, 0.00, 0.00, 0.00, 0.00, 0.00, 0.00, 0.00, -0.02, 0.00, -0.01, 0.06, 0.02, 0.03, 0.00, 0.03, 0.00, 0.02, 0.01],
  "charge": -3,
  "multiplicity": 4,
  "s_squared": 3.765,
  "total_energy_ev": -152241.879,
  "fmax_ev_per_a": 11.42,
  "e_homo_ev": [0.2, -0.2]
}

***

{
  "formula": "F6KN3NaO12S6",
  "method": "ωB97M-V/def2-TZVPD",
  "species": ["Na", "K", "N", "S", "O", "O", "F", "S", "O", "O", "F", "N", "S", "O", "O", "F", "S", "O", "O", "F", "N", "S", "O", "O", "F", "S", "O", "O", "F"],
  "positions_angstrom": [[0.2063, 0.0584, 0.0916], [1.2065, 0.0966, 2.9184], [-0.9461, -1.0661, 1.8253], [-2.3296, -0.9628, 2.8340], [-2.5162, -1.9935, 3.8447], [-3.5244, -0.3970, 2.2066], [-1.6475, 0.2458, 3.6619], [-1.2876, -2.5150, 1.3901], [-2.4953, -2.8060, 0.5937], [-0.5848, -3.6114, 2.0858], [-0.2998, -2.4347, 0.0983], [-0.6958, 0.8858, -1.9174], [-1.8444, -0.3018, -2.5188], [-2.1291, -0.2509, -3.9463], [-2.7124, -1.0592, -1.6914], [-0.4621, -1.2270, -2.5124], [-1.7837, 1.9988, -2.0752], [-2.8359, 2.0784, -1.1475], [-2.0407, 2.5291, -3.3728], [-0.7803, 3.0654, -1.5925], [2.3784, 0.7464, 0.4436], [3.7413, -0.3081, -0.0757], [4.9415, -0.5730, 0.7129], [3.7937, -0.4058, -1.5215], [2.8038, -1.5882, 0.1691], [2.9660, 2.0302, -0.0942], [2.8128, 2.3396, -1.5109], [4.2340, 2.4905, 0.4888], [1.8311, 2.9355, 0.6116]],
  "nbo_charge": [0.91, 0.98, -1.22, 2.35, -0.85, -0.82, -0.53, 2.35, -0.81, -0.88, -0.54, -1.07, 2.29, -0.85, -0.85, -0.55, 2.42, -0.93, -0.92, -0.52, -1.23, 2.33, -0.83, -0.84, -0.51, 2.42, -0.87, -0.91, -0.52],
  "charge": -1,
  "e_above_lowest_kcal_mol": 106.9,
  "total_energy_ev": -131097.146,
  "fmax_ev_per_a": 10.43,
  "e_homo_ev": -7.5
}

***

{
  "formula": "F6KN3O12S6",
  "method": "ωB97M-V/def2-TZVPD",
  "species": ["K", "N", "S", "O", "O", "F", "S", "O", "O", "F", "N", "S", "O", "O", "F", "S", "O", "O", "F", "N", "S", "O", "O", "F", "S", "O", "O", "F"],
  "positions_angstrom": [[-12.1631, -0.1687, 8.2358], [-11.8125, -1.2391, 5.7989], [-10.7372, -2.1566, 5.3033], [-10.4033, -2.1956, 3.8910], [-10.5183, -3.4070, 6.0340], [-9.4719, -1.1991, 5.6921], [-13.0648, -2.1182, 5.0963], [-13.6203, -3.2300, 5.8438], [-13.2434, -2.1447, 3.7001], [-14.1579, -1.0226, 5.5692], [-11.2111, 2.3897, 7.6446], [-9.7723, 2.7361, 8.4136], [-9.5413, 2.5080, 9.8458], [-8.8349, 3.6390, 7.6762], [-9.1747, 1.3007, 7.9316], [-11.7988, 3.6303, 8.1696], [-11.3501, 4.8692, 7.5958], [-12.3304, 3.6312, 9.5360], [-13.2329, 3.4122, 7.4101], [-14.2486, 1.2368, 12.9952], [-13.1037, 0.7929, 11.8050], [-11.7591, 1.1744, 12.1224], [-13.5078, 0.8162, 10.3942], [-13.1262, -0.7488, 12.2651], [-14.1078, 2.7089, 12.7640], [-14.8138, 3.2874, 11.6330], [-12.8869, 3.4080, 13.2437], [-15.1249, 3.0636, 13.9869]],
  "mulliken_spin": [0.00, 0.00, 0.00, 0.00, 0.00, 0.00, 0.00, 0.00, 0.00, 0.00, 0.00, 0.00, 0.00, 0.00, 0.00, 0.00, 0.00, 0.00, 0.00, 0.40, -0.01, 0.02, 0.02, 0.00, -0.12, 0.31, 0.38, 0.00],
  "charge": -1,
  "multiplicity": 2,
  "e_above_lowest_kcal_mol": 15.7,
  "s_squared": 0.764,
  "total_energy_ev": -126675.794,
  "fmax_ev_per_a": 12.38,
  "e_homo_ev": [-7.8, -7.8]
}